Record 1
Entry from OMol25: a molecular structure, C17H37Br6N6O8Y in a non-equilibrium geometry (wB97M-V/def2-TZVPD).

Results
* Kohn-Sham gap: 7.594 eV
* energy above the lowest of the compared OMol25 structures with the same formula, charge and spin: 0.000 eV

Structure (ORCA input):
```
! RIJCOSX wB97M-V def2-TZVPD def2/J DEFGRID3
* xyz 2 1
Y -29.371 -25.557 -13.723
N -28.352 -22.376 -15.033
O -28.503 -21.774 -16.106
O -27.810 -21.854 -14.041
O -28.811 -23.565 -14.958
C -30.225 -26.827 -18.025
C -29.526 -25.756 -17.260
O -29.364 -25.923 -16.028
N -29.034 -24.673 -17.827
C -28.892 -24.391 -19.249
H -31.230 -26.529 -18.330
H -30.256 -27.707 -17.395
H -29.711 -27.035 -18.968
H -28.697 -23.975 -17.170
H -29.801 -24.642 -19.794
H -28.046 -24.935 -19.666
H -28.717 -23.329 -19.408
C -32.612 -22.642 -12.117
C -31.144 -22.647 -12.444
O -30.562 -23.738 -12.629
N -30.482 -21.505 -12.573
C -30.971 -20.144 -12.574
H -32.870 -23.402 -11.386
H -33.165 -22.927 -13.018
H -32.939 -21.638 -11.860
H -29.569 -21.587 -13.014
H -31.676 -19.944 -11.767
H -31.374 -19.776 -13.518
H -30.139 -19.486 -12.310
C -25.348 -24.405 -14.232
C -26.096 -25.515 -14.893
O -27.193 -25.922 -14.462
N -25.508 -26.088 -15.949
C -26.098 -27.213 -16.649
H -24.518 -24.103 -14.872
H -24.891 -24.792 -13.320
H -26.008 -23.548 -14.106
H -24.504 -25.997 -15.989
H -25.822 -27.211 -17.704
H -27.181 -27.192 -16.624
H -25.729 -28.167 -16.268
C -33.614 -25.674 -15.824
C -32.536 -24.644 -15.673
O -31.530 -24.826 -14.978
N -32.746 -23.493 -16.309
C -31.868 -22.341 -16.315
H -33.229 -26.690 -15.730
H -34.112 -25.694 -16.798
H -34.461 -25.576 -15.142
H -33.657 -23.207 -16.635
H -32.415 -21.435 -16.054
H -31.276 -22.223 -17.223
H -31.128 -22.384 -15.508
C -26.807 -23.021 -10.934
C -27.235 -24.450 -11.015
O -27.962 -24.824 -11.961
N -26.855 -25.333 -10.096
C -26.259 -25.035 -8.788
H -27.129 -22.381 -11.748
H -25.712 -23.009 -10.982
H -27.078 -22.622 -9.957
H -26.980 -26.320 -10.254
H -26.457 -23.982 -8.583
H -25.178 -25.154 -8.761
H -26.762 -25.603 -8.012
C -29.954 -19.044 -17.168
Br -29.935 -20.182 -18.766
Br -31.762 -18.534 -16.630
Br -28.714 -17.541 -17.143
H -29.554 -19.637 -16.357
C -26.180 -21.540 -18.560
Br -26.063 -20.944 -20.370
Br -25.373 -20.274 -17.345
Br -25.381 -23.329 -18.490
H -27.179 -21.689 -18.172
*
```

---

Record 2
Entry from OMol25: a molecular structure, C3H4O3 (wB97M-V/def2-TZVPD).

Results
* Kohn-Sham gap: 10.849 eV
* energy above the lowest of the compared OMol25 structures with the same formula, charge and spin: 1.311 eV

Structure (ORCA input):
```
! RIJCOSX wB97M-V def2-TZVPD def2/J DEFGRID3
* xyz 0 1
O -1.251 -1.014 0.518
C -0.338 -0.315 -0.266
C -0.095 1.144 0.126
O 1.341 0.913 0.136
C 1.168 -0.441 0.029
O 1.981 -1.301 0.166
H -1.453 -1.854 0.086
H -0.527 -0.429 -1.342
H -0.451 1.375 1.133
H -0.376 1.922 -0.586
*
```

---

Record 3
Entry from OMol25: a molecular structure, C45H38Cl2F9IrN3P (wB97M-V/def2-TZVPD).

Results
* Kohn-Sham gap (spin up / spin down): 7.217 / 7.437 eV
* energy above the lowest of the compared OMol25 structures with the same formula, charge and spin: 1.134 eV

Structure (ORCA input):
```
! RIJCOSX wB97M-V def2-TZVPD def2/J DEFGRID3
* xyz 1 2
Ir 0.164 -0.487 -0.268
C 3.872 2.981 2.185
C 4.893 1.991 2.673
C 5.653 2.255 3.810
C 6.597 1.352 4.276
C 6.803 0.152 3.611
C 6.049 -0.139 2.486
C 5.107 0.772 2.023
N 4.338 0.431 0.865
C 3.011 0.138 0.907
N 2.508 -0.040 2.145
C 1.170 -0.098 2.586
C 0.067 -0.159 1.730
C -1.199 -0.046 2.332
C -1.363 0.033 3.699
C -0.249 -0.020 4.526
C 1.022 -0.069 3.989
C 2.227 -0.083 4.893
N 2.285 0.002 -0.176
C 2.958 0.318 -1.415
C 3.016 1.651 -1.819
C 3.625 2.006 -3.010
C 4.181 1.021 -3.814
C 4.172 -0.295 -3.386
C 3.595 -0.668 -2.173
C 3.747 -2.071 -1.671
H 4.122 3.984 2.522
H 2.875 2.743 2.566
H 3.813 2.990 1.096
H 5.510 3.195 4.328
H 7.178 1.590 5.157
H 7.539 -0.554 3.968
H 6.183 -1.072 1.953
H 4.752 0.533 -0.049
H 3.191 0.059 2.881
H -2.073 0.018 1.699
H -2.354 0.124 4.123
H -0.366 0.004 5.602
H 1.916 -0.108 5.935
H 2.853 0.806 4.763
H 2.856 -0.963 4.723
H 2.584 2.407 -1.180
H 3.665 3.045 -3.310
H 4.642 1.280 -4.757
H 4.647 -1.060 -3.990
H 3.996 -2.752 -2.484
H 2.842 -2.423 -1.193
H 4.551 -2.130 -0.932
Cl 0.119 0.979 -3.500
C -0.367 2.418 -2.612
Cl -0.111 2.315 -0.843
H -1.425 2.586 -2.770
H 0.235 3.247 -2.962
F 3.741 -5.109 -4.809
C 2.420 -5.376 -4.854
F 2.287 -6.708 -4.855
F 1.960 -4.916 -6.023
C 1.717 -4.749 -3.678
C 0.993 -3.577 -3.837
C 0.419 -2.976 -2.729
C 0.576 -3.541 -1.466
C 1.289 -4.729 -1.319
C 1.857 -5.335 -2.427
P -0.146 -2.673 -0.047
C -1.838 -3.350 0.039
C -2.147 -4.519 -0.660
C -3.406 -5.086 -0.558
C -4.364 -4.490 0.250
C -4.067 -3.340 0.962
C -2.807 -2.774 0.855
C -5.733 -5.119 0.324
F -6.341 -5.084 -0.873
F -6.528 -4.497 1.202
F -5.652 -6.408 0.689
C 0.669 -3.357 1.427
C 2.019 -3.072 1.632
C 2.664 -3.519 2.766
C 1.956 -4.247 3.715
C 0.621 -4.554 3.516
C -0.023 -4.115 2.366
C 2.656 -4.649 4.986
F 2.765 -3.596 5.820
F 3.903 -5.085 4.744
F 2.006 -5.614 5.642
H 0.882 -3.138 -4.819
H -0.144 -2.057 -2.847
H 1.411 -5.178 -0.341
H 2.415 -6.256 -2.320
H -1.410 -4.993 -1.292
H -3.642 -5.989 -1.105
H -4.815 -2.889 1.599
H -2.571 -1.886 1.425
H 2.564 -2.491 0.900
H 3.713 -3.300 2.923
H 0.081 -5.130 4.255
H -1.068 -4.351 2.222
C -1.644 -0.406 -0.913
H -2.195 -1.198 -1.415
H -2.194 0.532 -0.837
*
```

---

Record 4
Entry from OMol25: a molecular structure, C41H51Cl4N2OPbS2 in a non-equilibrium geometry (wB97M-V/def2-TZVPD).

Results
* Kohn-Sham gap (spin up / spin down): 6.134 / 3.634 eV
* energy above the lowest of the compared OMol25 structures with the same formula, charge and spin: 3.441 eV

Structure (ORCA input):
```
! RIJCOSX wB97M-V def2-TZVPD def2/J DEFGRID3
* xyz 1 1
Pb -0.718 -0.596 -0.693
Cl -3.613 -0.488 0.806
C -4.485 -0.820 -0.647
C -5.608 -1.622 -0.582
C -6.249 -1.984 -1.755
C -5.744 -1.584 -2.981
C -4.636 -0.755 -3.024
Cl -4.005 -0.228 -4.537
C -4.009 -0.324 -1.857
S -2.809 1.024 -1.942
H -5.969 -1.957 0.378
H -7.137 -2.594 -1.704
H -6.207 -1.891 -3.905
C 2.915 -0.729 4.333
C 1.556 0.000 4.339
C 1.555 1.409 3.731
C 0.461 -0.964 3.899
C -0.267 -1.475 4.971
C -1.186 -2.494 4.841
C -1.338 -3.089 3.606
C -0.680 -2.599 2.491
C -0.769 -3.442 1.233
C 0.036 -4.730 1.457
C -2.207 -3.769 0.823
C 0.165 -1.460 2.600
N 0.541 -0.834 1.412
C 1.674 -0.217 1.230
C 2.105 0.317 -0.006
N 1.542 0.065 -1.167
C 2.404 0.057 -2.279
C 3.675 -0.568 -2.158
C 4.492 -0.658 -3.276
C 4.103 -0.176 -4.507
C 2.867 0.426 -4.622
C 2.015 0.564 -3.534
C 0.685 1.212 -3.837
C 0.217 2.249 -2.826
C -0.324 0.092 -4.079
C 4.228 -1.204 -0.898
C 4.761 -2.620 -1.134
C 5.347 -0.332 -0.316
H 3.651 -0.119 4.851
H 3.305 -0.973 3.347
H 2.808 -1.669 4.874
H 1.373 0.177 5.405
H 1.365 1.451 2.664
H 2.512 1.884 3.930
H 0.785 2.004 4.218
H -0.105 -1.053 5.951
H -1.741 -2.844 5.697
H -1.993 -3.941 3.513
H -0.295 -2.909 0.398
H -0.383 -5.311 2.275
H 1.068 -4.494 1.701
H 0.027 -5.345 0.559
H -2.688 -4.417 1.550
H -2.220 -4.285 -0.134
H -2.800 -2.865 0.724
H 2.441 -0.226 1.987
H 3.038 0.868 0.008
H 5.463 -1.116 -3.178
H 4.754 -0.272 -5.363
H 2.554 0.812 -5.580
H 0.801 1.743 -4.788
H 0.045 1.818 -1.844
H -0.711 2.703 -3.165
H 0.967 3.029 -2.722
H -0.430 -0.532 -3.189
H 0.029 -0.549 -4.885
H -1.296 0.493 -4.340
H 3.432 -1.304 -0.153
H 5.636 -2.620 -1.776
H 3.999 -3.251 -1.583
H 5.051 -3.050 -0.177
H 6.189 -0.307 -1.001
H 5.684 -0.742 0.633
H 5.030 0.697 -0.157
Cl 1.105 -3.079 -2.279
C -0.337 -4.039 -2.648
Cl -1.791 -3.004 -2.634
H -0.457 -4.810 -1.887
H -0.237 -4.470 -3.645
C -2.209 7.930 0.738
C -1.826 6.488 0.633
C -0.497 6.095 0.540
C -0.154 4.755 0.519
C -1.144 3.789 0.598
C -2.477 4.160 0.660
C -2.806 5.503 0.665
S -0.593 2.086 0.856
C -1.659 1.698 2.271
O -3.186 1.921 -0.821
H -1.339 8.576 0.655
H -2.695 8.112 1.696
H -2.914 8.194 -0.048
H 0.279 6.846 0.512
H 0.881 4.455 0.468
H -3.262 3.425 0.681
H -3.842 5.801 0.718
H -2.686 1.644 1.934
H -1.545 2.485 3.012
H -1.338 0.744 2.676
*
```